Molecular formula: C13H20O5
Method: DFT, ωB97M-V/def2-TZVPD

Last columns: bonded neighbours and bond lengths (Å).
Atoms and positions in Å:
1 O -3.95032 -2.27800 -1.20969  C2 1.200
2 C -2.94729 -2.48926 -0.58501  O1 1.200, O3 1.337, C4 1.495
3 O -2.45129 -3.71846 -0.41076  C2 1.337, H19 0.973
4 C -2.14143 -1.40888 0.06084  C2 1.495, C5 1.333, O18 1.373
5 C -2.50445 -0.12673 0.02311  C4 1.333, C6 1.498, H20 1.077
6 C -1.66299 0.95884 0.62068  C5 1.498, C7 1.516, C10 1.532, H21 1.098
7 C -1.63651 2.17128 -0.28827  C6 1.516, C8 1.498, C9 1.499, H22 1.083
8 C -2.74388 3.17799 -0.22002  C7 1.498, C9 1.499, H23 1.079, H24 1.079
9 C -1.37948 3.52981 0.29018  C7 1.499, C8 1.499, H25 1.079, H26 1.080
10 C -0.24879 0.41219 0.84172  C6 1.532, C11 1.532, H27 1.090, H28 1.091
11 C -0.31482 -0.96271 1.51312  C10 1.532, O12 1.384, O18 1.427, H29 1.102
12 O 0.90549 -1.53262 1.83209  C11 1.384, C13 1.428
13 C 1.79509 -1.75818 0.73869  O12 1.428, C14 1.533, H30 1.091, H31 1.095
14 C 2.96523 -0.76790 0.74199  C13 1.533, C15 1.530, H32 1.090, H33 1.091
15 C 3.68116 -0.70455 -0.60916  C14 1.530, C16 1.533, H34 1.091, H35 1.093
16 C 2.93844 0.14754 -1.64456  C15 1.533, O17 1.410, H36 1.093, H37 1.099
17 O 1.69619 -0.38397 -2.04811  C16 1.410, H38 0.964
18 O -1.02311 -1.89197 0.69338  C4 1.373, C11 1.427
19 H -1.64595 -3.67056 0.13271  O3 0.973
20 H -3.41640 0.13583 -0.48652  C5 1.077
21 H -2.09877 1.25733 1.58327  C6 1.098
22 H -1.21866 1.96113 -1.26522  C7 1.083
23 H -3.08436 3.63163 -1.13767  C8 1.079
24 H -3.53065 3.01947 0.50168  C8 1.079
25 H -0.78071 4.22667 -0.27570  C9 1.079
26 H -1.24306 3.61062 1.35818  C9 1.080
27 H 0.33111 1.08253 1.47592  C10 1.090
28 H 0.24703 0.31456 -0.12574  C10 1.091
29 H -0.84405 -0.88290 2.47668  C11 1.102
30 H 1.24421 -1.69640 -0.20130  C13 1.091
31 H 2.17121 -2.77994 0.85459  C13 1.095
32 H 2.59105 0.22432 0.99610  C14 1.090
33 H 3.66976 -1.06113 1.52134  C14 1.091
34 H 4.66761 -0.25957 -0.47038  C15 1.091
35 H 3.82196 -1.71617 -0.99853  C15 1.093
36 H 2.70716 1.12713 -1.21849  C16 1.093
37 H 3.58477 0.29882 -2.52036  C16 1.099
38 H 1.84952 -1.19780 -2.54078  O17 0.964

* largest force on an atom: 0.70 eV/Å
* HOMO-LUMO gap: 9.769 eV
* charge: 0
* SMILES: O=C(O)C1=C[C@H](C2CC2)C[C@H](OCCCCO)O1